Below is 3 unconnected molecules or ions with the total composition C48H40F10N3O8PS2, with properties calculated with ωB97M-V/def2-TZVPD.

ORCA input file:
```
! RIJCOSX wB97M-V def2-TZVPD def2/J DEFGRID3
* xyz 0 1
C 2.33712 1.91834 2.33255
C 0.82748 1.65013 2.86386
N 0.67333 1.59270 4.27899
C -0.72983 1.39910 4.55564
C -1.12394 1.35076 6.09313
C 0.07230 1.46896 7.18268
C -2.61182 1.19522 6.58171
S -2.81672 1.16920 8.40750
O -2.23991 -0.15971 8.87893
O -4.22440 1.23392 8.90887
F -1.99256 2.44391 9.18414
C -3.80235 1.03885 5.52501
P -5.59350 0.86141 6.09192
N -6.70903 1.12543 4.97567
C -3.38996 1.03856 4.00613
C -4.47642 0.83644 2.81168
C -5.14119 2.27126 2.50548
C -5.04062 2.69355 0.92722
C -3.96532 3.84794 0.64363
C -4.45782 5.32378 1.12494
F -4.41881 5.48430 2.54399
F -5.87484 5.34427 0.79430
C -3.81586 6.52850 0.29154
F -4.75134 7.62517 0.34684
F -3.68815 6.24001 -1.11049
S -2.17848 7.19060 0.88768
F -1.71555 5.76924 1.62511
F -2.80619 7.85844 2.27590
F -2.47733 8.61443 0.00949
F -1.43138 6.60813 -0.52837
F -0.69338 7.83122 1.31568
C -1.88026 1.23623 3.53471
N -1.63756 1.25970 2.11555
C -0.27433 1.48660 1.77424
C 0.05080 1.57382 0.19112
C -0.63528 0.30451 -0.58358
C 0.58572 -0.74379 -0.88338
C 0.05246 -1.83561 -1.92188
O 0.10337 -1.66282 -3.17300
O -0.47935 -3.05624 -1.36345
H 2.83051 0.93296 1.98050
H 2.28814 2.60075 1.41124
H 2.99672 2.42528 3.11252
H 0.14315 2.57800 7.50861
H -0.09338 0.80730 8.09675
H 1.09270 1.20271 6.74759
H -5.78743 1.88590 7.10347
H -5.72015 -0.47164 6.64572
H -7.29069 0.27430 4.88362
H -3.98925 0.34451 1.88602
H -5.21861 0.05415 3.21348
H -4.80117 3.09998 3.21174
H -6.27699 2.14181 2.69512
H -6.07485 2.87053 0.47769
H -4.63172 1.74159 0.40364
H -3.62786 3.83164 -0.44733
H -3.05458 3.61640 1.32412
H -0.46086 2.51541 -0.21904
H 1.16290 1.50853 -0.04536
H -1.03027 0.61728 -1.61502
H -1.42363 -0.22666 0.04749
H 0.99636 -1.22614 0.07302
H 1.45774 -0.18307 -1.39990
H -0.85568 -2.79409 -0.48442
C 5.25329 -4.14523 -1.24675
C 6.56054 -4.62702 -1.23973
C 7.33959 -4.51102 -0.09346
C 6.81661 -3.90097 1.04726
C 5.51600 -3.39674 1.03230
C 4.73075 -3.53047 -0.11421
C 4.96616 -2.70335 2.21927
O 3.82741 -2.26513 2.20829
C 5.82160 -2.54213 3.41594
C 5.33727 -1.84053 4.52150
C 6.12951 -1.69546 5.65574
C 7.40363 -2.25782 5.69383
C 7.89184 -2.95268 4.59251
C 7.10491 -3.08774 3.44753
C 7.64730 -3.79827 2.26804
O 8.76375 -4.28697 2.29877
H 4.64279 -4.24435 -2.13878
H 6.97186 -5.09544 -2.12819
H 8.35572 -4.89306 -0.09251
H 3.71336 -3.15231 -0.12776
H 4.34409 -1.40238 4.50007
H 5.75288 -1.14516 6.51221
H 8.01858 -2.15050 6.58177
H 8.88726 -3.38442 4.62657
C -2.24805 -1.99207 -12.27966
C -3.09010 -1.29475 -11.41603
C -2.78685 -1.21496 -10.06114
C -1.64493 -1.84357 -9.56308
C -0.81507 -2.56214 -10.42378
C -1.11283 -2.62563 -11.78613
C 0.37265 -3.27502 -9.90031
O 1.10038 -3.90029 -10.65307
C 0.65746 -3.22395 -8.44901
C 1.73994 -3.93775 -7.93267
C 2.02326 -3.88507 -6.57145
C 1.23306 -3.11255 -5.72252
C 0.14974 -2.40400 -6.23242
C -0.14560 -2.46644 -7.59565
C -1.32106 -1.73785 -8.12239
O -2.01676 -1.06456 -7.38054
H -2.48047 -2.04624 -13.33857
H -3.98273 -0.81112 -11.80001
H -3.44405 -0.66581 -9.39404
H -0.46361 -3.17197 -12.46311
H 2.36205 -4.53928 -8.58832
H 2.86269 -4.44541 -6.17155
H 1.45869 -3.06613 -4.66234
H -0.46471 -1.80818 -5.56536
*
```

## Properties
**E_HOMO**: -8.90 eV
**SMILES string**: Cc1nc2c(C)c(S(=O)(=O)F)c([PH2]=N)c(CCCCC(F)(F)C(F)(F)S(F)(F)(F)(F)F)c2nc1CCCC(=O)O.O=C1c2ccccc2C(=O)c2ccccc21.O=C1c2ccccc2C(=O)c2ccccc21
**LUMO**: -1.95 eV
**DFT total energy**: -129397.4548 eV

Atomic partial charges in e from the Mulliken method, atoms 1 to 5:
1. C -1.13
2. C 0.57
3. N -0.52
4. C 0.02
5. C 0.48

***

Below is 8 unconnected molecules or ions with the total composition C48H40N8O16, with properties calculated with ωB97M-V/def2-TZVPD.

ORCA input file:
```
! RIJCOSX wB97M-V def2-TZVPD def2/J DEFGRID3
* xyz 0 1
C -12.52094 4.82401 -8.55995
C -11.63061 3.76388 -8.35707
C -10.57117 3.97536 -7.49690
C -10.37395 5.20492 -6.89059
C -11.23805 6.24944 -7.15297
C -12.35483 6.09935 -8.01020
N -9.14185 5.40420 -6.07258
O -8.60265 4.41447 -5.62822
O -8.83833 6.58643 -5.74987
H -13.30620 4.71073 -9.29270
H -11.86534 2.84965 -8.88192
H -9.87948 3.15399 -7.38149
H -11.09746 7.25389 -6.78187
H -12.92042 6.97129 -8.30388
C -13.19052 -0.41696 -1.26343
C -13.43164 -1.78772 -1.32161
C -12.45865 -2.65050 -1.82616
C -11.21895 -2.20799 -2.34524
C -11.00852 -0.82329 -2.25618
C -11.98244 0.04230 -1.71995
N -10.17127 -3.08635 -2.87347
O -9.17863 -2.61038 -3.39277
O -10.24590 -4.35504 -2.82930
H -14.00536 0.23338 -0.98145
H -14.42621 -2.07086 -1.01005
H -12.74868 -3.69083 -1.82394
H -10.04767 -0.44590 -2.57358
H -11.79694 1.10327 -1.64028
C 9.36992 3.48414 0.62928
C 10.27198 3.61359 1.74840
C 11.35903 2.73548 1.79218
C 11.64145 1.83630 0.72983
C 10.63594 1.70751 -0.27447
C 9.60098 2.55642 -0.33428
N 12.78911 0.89231 0.71839
O 12.88213 0.07407 -0.21717
O 13.61486 1.07362 1.57118
H 8.47722 4.07732 0.49654
H 9.99806 4.12559 2.65901
H 11.87978 2.63967 2.73348
H 10.68781 1.00784 -1.09555
H 8.98026 2.56353 -1.21805
C 6.90959 -4.11734 4.21611
C 6.76261 -5.03825 5.27866
C 7.79167 -4.99378 6.21287
C 8.91348 -4.20011 6.00924
C 8.95038 -3.25138 4.99299
C 7.92497 -3.20851 4.05125
N 10.05983 -4.32945 6.96347
O 11.13238 -3.64962 6.73075
O 9.87904 -5.06549 7.93618
H 6.11903 -4.18677 3.48359
H 5.90074 -5.68845 5.30762
H 7.72753 -5.64069 7.07530
H 9.78396 -2.56866 5.06665
H 7.94174 -2.52209 3.21761
C -2.19941 -1.46629 -0.04443
C -0.80723 -1.64252 -0.00965
C 0.03899 -0.61819 -0.28121
C -0.49469 0.59349 -0.71745
C -1.87974 0.72700 -0.94347
C -2.76167 -0.26889 -0.56578
N 0.40343 1.75614 -1.16695
O -0.08903 2.81278 -1.62263
O 1.64625 1.56795 -1.13040
H -2.81337 -2.34157 0.10825
H -0.33452 -2.56949 0.27960
H 1.09362 -0.78651 -0.12054
H -2.27391 1.62404 -1.39771
H -3.82785 -0.22806 -0.73316
C -5.90631 0.37333 7.89709
C -5.19205 -0.34132 8.87010
C -4.66678 -1.60504 8.62276
C -4.87752 -2.18246 7.36687
C -5.70005 -1.52114 6.39466
C -6.12041 -0.20919 6.63063
N -4.21218 -3.50841 7.05475
O -3.92125 -4.26758 7.96631
O -3.96162 -3.77741 5.84303
H -6.40109 1.31037 8.10577
H -5.08098 0.04495 9.87253
H -4.06713 -2.07886 9.38585
H -5.90082 -2.00325 5.44933
H -6.73673 0.28006 5.89091
C 6.11394 9.47052 -4.91424
C 5.28498 10.22200 -5.71206
C 5.71513 11.37264 -6.37307
C 7.03698 11.71726 -6.22594
C 7.91840 11.03552 -5.38217
C 7.41536 9.94377 -4.71590
N 7.59445 12.86004 -7.03158
O 8.72862 13.22739 -6.82106
O 6.91095 13.42273 -7.86593
H 5.80260 8.56967 -4.40635
H 4.25796 9.90223 -5.61514
H 5.06889 11.91284 -7.04907
H 8.95616 11.33129 -5.33761
H 8.03924 9.37622 -4.04132
C 2.69458 -12.27020 3.65101
C 3.86203 -12.53897 2.96644
C 4.19122 -11.77962 1.84895
C 3.45062 -10.62984 1.50808
C 2.22577 -10.36946 2.19158
C 1.90164 -11.19885 3.28703
N 3.83283 -9.82442 0.32382
O 3.30902 -8.70802 0.31382
O 4.40440 -10.41167 -0.58449
H 2.40436 -12.92426 4.45995
H 4.43165 -13.42911 3.18911
H 5.11573 -12.15906 1.43942
H 1.64965 -9.47324 2.01469
H 0.99407 -10.94289 3.81352
*
```

## Properties
**E_HOMO**: -10.09 eV
**Energy relative to the best compared isomer or geometry (same formula, charge and spin)**: 430.0 kJ/mol
**SMILES string**: O=[N+]([O-])c1ccccc1.O=[N+]([O-])c1ccccc1.O=[N+]([O-])c1ccccc1.O=[N+]([O-])c1ccccc1.O=[N+]([O-])c1ccccc1.O=[N+]([O-])c1ccccc1.O=[N+]([O-])c1ccccc1.O=[N+]([O-])c1ccccc1
**LUMO**: -0.98 eV
**DFT total energy**: -95079.6963 eV

Atomic partial charges in e from the Mulliken method, atoms 1 to 5:
1. C -0.21
2. C -0.65
3. C -0.08
4. C -0.06
5. C -0.07

***

Below is a molecular structure, C48H41AgN3OP2S, with properties calculated with ωB97M-V/def2-TZVPD.

ORCA input file:
```
! RIJCOSX wB97M-V def2-TZVPD def2/J DEFGRID3
* xyz 1 1
Ag -0.65906 0.79834 -0.20807
C -2.94660 5.27287 2.10810
N -3.50740 4.77299 0.87155
C -4.67081 5.20460 0.27450
C -4.82443 4.51404 -0.86156
N -3.73354 3.65136 -0.98565
C -2.92025 3.81146 0.11490
S -1.52013 3.05735 0.65186
C -3.51319 2.89298 -2.16133
C -4.60394 2.53510 -2.95078
C -4.36530 1.91343 -4.16312
C -3.05636 1.69329 -4.55731
C -2.04483 2.08186 -3.69726
N -2.26099 2.63589 -2.50565
H -3.54368 6.11394 2.44987
H -1.91927 5.59499 1.94415
H -2.94339 4.48912 2.86517
H -5.29285 5.96784 0.70602
H -5.58233 4.59252 -1.61662
H -5.61776 2.73822 -2.63781
H -5.19333 1.62371 -4.79561
H -2.82056 1.23108 -5.50494
H -1.00560 1.96975 -3.97496
C 3.06897 -4.92659 2.13200
C 3.61466 -3.92456 1.09271
C 5.01221 -4.36837 0.64532
C 2.64362 -3.90536 -0.08111
C 2.65348 -4.88071 -1.07078
C 1.73467 -4.87617 -2.10947
C 0.77332 -3.88514 -2.18085
C 0.71671 -2.91094 -1.19157
P -0.47484 -1.52455 -1.28176
C 0.04128 -0.93137 -2.93535
C 1.13202 -0.05826 -2.93297
C 1.62721 0.45068 -4.12154
C 1.03260 0.08892 -5.32458
C -0.04524 -0.78380 -5.33197
C -0.54184 -1.29790 -4.14131
C -2.10086 -2.32836 -1.46747
C -3.19320 -1.45713 -1.52006
C -4.48800 -1.93624 -1.44410
C -4.71141 -3.29628 -1.27790
C -3.63608 -4.16745 -1.21382
C -2.33525 -3.69234 -1.31272
C 1.65200 -2.93208 -0.15774
O 1.54072 -1.91797 0.74865
C 2.62027 -1.64016 1.54771
C 2.59914 -0.38093 2.15148
C 3.65071 -0.01909 2.98054
C 4.69310 -0.90519 3.19162
C 4.69322 -2.14708 2.57686
C 3.65962 -2.54369 1.73510
P 1.16457 0.69717 1.77111
C 1.92084 2.35614 1.61311
C 1.99841 2.87828 0.32194
C 2.50851 4.14587 0.09331
C 2.94812 4.91069 1.16277
C 2.87895 4.40220 2.45198
C 2.36846 3.13366 2.67982
C 0.30426 0.73952 3.37987
C 0.16849 -0.43807 4.11378
C -0.62420 -0.46759 5.25035
C -1.30031 0.67243 5.65767
C -1.17380 1.84637 4.92939
C -0.38144 1.88172 3.79285
H 3.00550 -5.92366 1.69335
H 2.07027 -4.63320 2.45937
H 3.72301 -4.96612 3.00425
H 4.98275 -5.36700 0.21392
H 5.69362 -4.41224 1.49243
H 5.41967 -3.68205 -0.09763
H 3.39717 -5.66463 -1.04443
H 1.77780 -5.64642 -2.86777
H 0.07551 -3.85395 -3.00782
H 1.59356 0.20531 -1.98505
H 2.47211 1.12690 -4.11417
H 1.41549 0.48597 -6.25524
H -0.49997 -1.06175 -6.27455
H -1.39516 -1.96691 -4.14689
H -3.00663 -0.38951 -1.59460
H -5.32136 -1.24661 -1.48582
H -5.72172 -3.67096 -1.18200
H -3.80537 -5.22625 -1.06816
H -1.50886 -4.38567 -1.24932
H 3.66081 0.95418 3.45099
H 5.51484 -0.62919 3.83880
H 5.51782 -2.81848 2.77135
H 1.63717 2.28617 -0.51283
H 2.55101 4.54071 -0.91336
H 3.33690 5.90607 0.99256
H 3.21765 5.00265 3.28653
H 2.29293 2.76096 3.69377
H 0.68449 -1.33484 3.79041
H -0.72212 -1.38478 5.81634
H -1.92589 0.64620 6.54008
H -1.70262 2.73639 5.24640
H -0.29838 2.79564 3.22080
*
```

## Properties
**E_HOMO**: -10.09 eV
**Energy relative to the best compared isomer or geometry (same formula, charge and spin)**: 20.2 kJ/mol
**LUMO**: -1.84 eV
**DFT total energy**: -90368.4595 eV

Atomic partial charges in e from the Mulliken method, atoms 1 to 5:
1. Ag -0.27
2. C -0.84
3. N 0.28
4. C -0.72
5. C -0.31

***

> Look up the E_HOMO of the third one.

-10.09 eV